*one*
{"formula": "C3H12N2O", "method": "the ωB97M-V functional and the def2-TZVPD basis", "species": ["C", "O", "C", "H", "H", "H", "H", "H", "H", "N", "C", "N", "H", "H", "H", "H", "H", "H"], "coordinates": [[-0.08375, -1.58596, 0.08755], [-1.16989, -2.05895, 0.97794], [0.00968, -2.82245, -0.79895], [-0.55326, -0.67684, -0.42554], [0.85528, -1.31830, 0.73018], [-1.12601, -1.69254, 1.82655], [-1.01308, -2.82048, -1.23213], [0.78745, -2.74721, -1.52557], [0.07629, -3.77015, -0.09420], [0.87561, 2.69528, 0.90746], [0.70001, 1.60500, -0.06850], [-0.23437, 2.01121, -1.13877], [1.07652, 3.51829, 0.41336], [-0.06583, 2.80961, 1.42904], [1.80194, 1.44670, -0.46658], [0.40482, 0.68701, 0.50225], [-1.21743, 2.17076, -0.95051], [0.08810, 2.73977, -1.73176]], "e_homo_ha": -0.3225, "lumo_energy_ev": 0.84, "homo_lumo_gap_ha": 0.353, "smiles": "CCO.NCN"}

---

*two*
{"formula": "C3H12N2O", "method": "the ωB97M-V functional and the def2-TZVPD basis", "species": ["C", "C", "N", "C", "N", "H", "H", "H", "H", "H", "H", "H", "H", "H", "H", "H", "H", "O"], "coordinates": [[-0.11045, 1.10746, -1.91033], [-0.63301, -0.19194, -1.22907], [0.49706, -0.81089, -0.37619], [1.06475, 0.02795, 0.64844], [0.08923, 0.81579, 1.41811], [0.78107, 0.92770, -2.61023], [0.21086, 1.94282, -1.25580], [-0.91577, 1.49481, -2.69067], [-1.48096, -0.17661, -0.62654], [-0.86602, -1.04961, -1.92354], [0.19102, -1.71300, 0.09967], [1.84464, 0.67438, 0.09701], [1.51449, -0.66076, 1.40938], [-0.79334, 0.87952, 0.94285], [0.47509, 1.66601, 1.75427], [-0.09518, -1.12410, 2.53291], [-1.19861, -1.85441, 1.53045], [-0.57488, -1.95512, 2.18927]], "e_homo_ha": -0.3235, "lumo_energy_ev": 0.87, "homo_lumo_gap_ha": 0.356, "smiles": "CCNCN.O"}

---

*three*
{"formula": "C3H12N2O", "method": "the ωB97M-V functional and the def2-TZVPD basis", "species": ["C", "C", "C", "N", "N", "H", "H", "H", "H", "H", "H", "H", "H", "H", "H", "H", "H", "O"], "coordinates": [[-0.07046, -1.17876, -1.79897], [0.03503, -0.30728, -0.56589], [-0.61843, 1.05161, -0.51156], [-0.79577, 1.45568, 0.87169], [-0.18895, -2.62646, -1.53134], [0.72918, -1.09335, -2.53037], [-0.95645, -0.91727, -2.32297], [0.99808, -0.26106, -0.06303], [-0.53028, -0.91916, 0.16430], [0.05328, 1.79339, -0.97578], [-1.52171, 1.20762, -1.11579], [-0.85552, 0.68749, 1.52177], [-1.46293, 2.17643, 1.08225], [0.35619, -2.84471, -0.70073], [-1.13973, -2.91670, -1.34076], [1.84456, 2.00403, 2.65131], [2.06576, 1.49677, 4.04038], [2.05813, 1.19173, 3.12549]], "e_homo_ha": -0.3262, "lumo_energy_ev": 0.99, "homo_lumo_gap_ha": 0.363, "smiles": "NCCCN.O"}

---

*four*
{"formula": "C3H12N2O", "method": "the ωB97M-V functional and the def2-TZVPD basis", "species": ["N", "C", "C", "N", "C", "H", "H", "H", "H", "H", "H", "H", "H", "H", "H", "H", "H", "O"], "coordinates": [[0.37312, 1.15968, 1.84842], [0.08828, -0.32758, 1.79173], [0.62748, -0.74169, 0.40690], [-0.10849, -0.67282, -0.86799], [0.75857, -0.60070, -2.06222], [-0.08684, 1.52743, 2.79376], [-0.23447, 1.59602, 1.11683], [-1.00328, -0.59950, 1.82303], [0.63058, -0.80645, 2.62278], [1.30161, -1.73301, 0.50102], [1.42943, 0.00053, 0.18949], [-0.83475, -1.37589, -0.83628], [0.23964, -1.06486, -2.88046], [1.59474, -1.26920, -1.95166], [0.90455, 0.50317, -2.34756], [-2.31866, 2.08238, -1.07451], [-1.57564, 0.70652, -0.66861], [-1.78587, 1.61598, -0.40468]], "e_homo_ha": -0.3275, "lumo_energy_ev": 0.94, "homo_lumo_gap_ha": 0.362, "smiles": "CNCCN.O"}

---

Stability, lowest: *one*

---

*one*
{"formula": "C3H7N2O", "method": "the ωB97M-V functional and the def2-TZVPD basis", "species": ["C", "C", "C", "N", "N", "O", "H", "H", "H", "H", "H", "H", "H"], "coordinates": [[-1.00339, 0.11901, 2.70699], [-0.41861, -0.53771, 1.74703], [0.89928, 0.51949, -1.44983], [0.60680, 0.19894, -2.65687], [0.24999, -0.02053, -0.47355], [0.38151, 0.27419, 0.80062], [-1.50387, -0.37044, 3.51849], [-1.13563, 1.15683, 2.69494], [-0.53191, -1.55398, 1.55925], [1.89589, 0.92151, -1.28395], [1.32193, 0.28151, -3.31277], [-0.11478, -0.53193, -3.09791], [-0.64719, -0.45691, -0.75244]], "e_homo_ha": -0.5094, "lumo_energy_ev": -3.90, "homo_lumo_gap_ha": 0.366, "charge": 1, "smiles": "C=CO/[NH+]=C/N"}

---

*two*
{"formula": "C3H7N2O", "method": "the ωB97M-V functional and the def2-TZVPD basis", "species": ["C", "C", "C", "N", "N", "O", "H", "H", "H", "H", "H", "H", "H"], "coordinates": [[1.72710, 0.82086, 1.05159], [-1.02258, -1.32367, 0.37083], [0.08298, 0.48524, -0.68118], [0.74302, 0.09237, 0.59226], [-1.15603, -0.36059, -0.75443], [2.01728, 1.77058, 0.37054], [2.14931, 0.41389, 1.97891], [-0.29273, -2.05419, 0.06173], [-1.57130, -1.02645, 1.30577], [-0.11937, 1.48032, -0.68958], [0.91503, 0.27061, -1.47981], [-1.41401, -0.76626, -1.55375], [-2.05868, 0.19730, -0.57287]], "e_homo_ha": [-0.5393, -0.5176], "lumo_energy_ev": [-5.63, -6.96], "homo_lumo_gap_ha": [0.333, 0.262], "charge": 1}

---

Stability, lowest: *two*

---

*one*
{"formula": "C3H7N2O", "method": "the ωB97M-V functional and the def2-TZVPD basis", "species": ["C", "C", "C", "N", "N", "O", "H", "H", "H", "H", "H", "H", "H"], "coordinates": [[0.96563, 0.11940, 0.22573], [0.74936, 2.42817, -0.25032], [-1.92993, -1.88064, 0.14520], [0.51482, 1.19081, -0.51995], [0.28868, -1.10717, -0.04112], [-0.99236, -1.05478, 0.38408], [1.94978, -0.17208, -0.07626], [0.98307, 0.21033, 1.28991], [1.46499, 2.84037, 0.50020], [0.21498, 3.11308, -0.79174], [-1.62435, -2.65900, -0.58176], [-2.78114, -1.56226, 0.73295], [0.19647, -1.46623, -1.01691]], "e_homo_ha": -0.5160, "lumo_energy_ev": -6.21, "homo_lumo_gap_ha": 0.288, "charge": 1}

---

*two*
{"formula": "C3H7N2O", "method": "the ωB97M-V functional and the def2-TZVPD basis", "species": ["C", "C", "C", "N", "N", "O", "H", "H", "H", "H", "H", "H", "H"], "coordinates": [[0.92327, 1.13100, -0.52114], [2.01317, 0.84467, 0.22015], [0.32936, -0.14742, -0.85959], [1.22680, -1.08353, -0.26448], [-1.30460, -0.48523, 0.47857], [2.18153, -0.44713, 0.44870], [0.77218, 1.99314, -1.12678], [2.76042, 1.52259, 0.56935], [-0.25322, -0.37047, -1.69723], [1.27501, -2.12174, -0.36206], [-1.62264, -1.43337, 0.51218], [-2.06656, 0.05491, 0.36204], [-0.97537, -0.20824, 1.33760]], "e_homo_ha": -0.5247, "lumo_energy_ev": -4.03, "homo_lumo_gap_ha": 0.377, "charge": 1}

---

*three*
{"formula": "C3H7N2O", "method": "the ωB97M-V functional and the def2-TZVPD basis", "species": ["C", "C", "C", "N", "N", "O", "H", "H", "H", "H", "H", "H", "H"], "coordinates": [[-1.17970, 0.92466, 0.29382], [-0.23933, -1.10573, -0.08879], [0.70130, 0.00237, -0.50609], [-1.38761, -0.35811, 0.40215], [-0.02457, 1.19392, -0.28024], [2.07373, 0.14946, 0.62683], [-1.88165, 1.68608, 0.59826], [-0.51811, -1.73733, -0.93560], [0.18380, -1.74083, 0.69621], [1.22910, -0.06463, -1.44819], [-2.21269, -0.79596, 0.78685], [0.41982, 2.09974, -0.34471], [2.83590, -0.25364, 0.19948]], "e_homo_ha": -0.5479, "lumo_energy_ev": -4.21, "homo_lumo_gap_ha": 0.393, "charge": 1}

---

Stability, lowest: *one*